{"formula": "C26H42BeCl3N4O4Si", "method": "ωB97M-V with the def2-TZVPD basis set", "charge": -1, "orbital_gap_ev": 6.43, "lumo_energy_ev": 2.02, "total_energy_ha": -3220.9662, "spin_multiplicity": 1, "species": ["C", "C", "H", "H", "H", "C", "C", "H", "H", "H", "H", "Be", "Cl", "Cl", "H", "H", "C", "C", "N", "H", "C", "O", "H", "H", "H", "H", "H", "H", "C", "C", "N", "H", "C", "O", "H", "H", "H", "H", "O", "C", "C", "C", "H", "C", "H", "C", "H", "C", "C", "H", "H", "H", "Si", "Cl", "C", "C", "C", "H", "H", "H", "H", "H", "H", "H", "H", "H", "N", "C", "O", "C", "C", "C", "C", "N", "C", "H", "H", "H", "H", "H", "H"], "coordinates": [[-1.62, -1.40, -4.38], [-0.90, -1.47, -3.07], [-2.08, -2.39, -4.45], [-0.98, -1.25, -5.27], [-2.47, -0.70, -4.39], [0.10, -2.32, -2.81], [0.51, -3.41, -3.69], [0.54, -2.31, -1.84], [1.19, -3.08, -4.47], [-0.33, -3.86, -4.23], [0.96, -4.20, -3.10], [-3.96, 1.40, 0.83], [-4.99, 0.83, 2.38], [1.59, 1.82, -1.24], [0.82, 2.66, 2.04], [-0.38, 3.23, 4.21], [-0.03, 2.89, 1.39], [-0.84, 3.95, 3.53], [-1.13, 3.32, 2.25], [-0.33, 1.98, 0.87], [-2.35, 2.86, 2.03], [-2.66, 2.24, 0.96], [-1.75, 4.32, 4.01], [-3.13, 3.00, 2.80], [0.24, 3.67, 0.69], [-0.13, 4.77, 3.41], [2.56, -1.60, -2.75], [2.37, -3.53, -1.01], [3.35, -1.19, -2.12], [3.19, -3.02, -0.50], [3.10, -1.58, -0.75], [3.33, -0.11, -2.17], [3.54, -0.70, 0.22], [3.85, 0.47, 0.03], [3.10, -3.23, 0.58], [3.61, -1.12, 1.24], [4.31, -1.57, -2.47], [4.14, -3.45, -0.87], [-0.16, 0.30, -2.36], [-1.34, -0.46, -1.98], [-0.11, -1.18, 0.04], [-1.35, -1.06, -0.57], [0.68, -0.63, -0.45], [0.20, -2.09, 1.05], [-2.26, 0.15, -2.15], [-2.40, -1.60, 0.23], [1.23, -2.18, 1.42], [-0.82, -2.84, 1.64], [-2.14, -2.53, 1.25], [-3.45, -1.32, 0.05], [-0.59, -3.58, 2.43], [-2.95, -3.05, 1.80], [0.00, 2.01, -2.68], [-4.48, 0.79, -0.82], [1.12, 3.29, -3.62], [-1.15, 3.30, -1.75], [-0.86, 1.63, -4.39], [1.65, 3.98, -2.99], [0.52, 3.95, -4.25], [1.87, 2.92, -4.32], [-0.34, 0.81, -4.90], [-1.02, 2.47, -5.08], [-1.87, 1.25, -4.22], [-1.71, 2.76, -0.96], [-1.89, 3.82, -2.42], [-0.45, 4.05, -1.31], [2.79, -1.27, 5.33], [2.29, -1.14, 4.08], [2.97, -1.49, 3.11], [0.88, -0.68, 4.00], [-0.09, -1.14, 4.91], [-1.43, -0.82, 4.66], [-1.74, -0.04, 3.54], [-0.80, 0.46, 2.76], [0.46, 0.10, 2.92], [3.76, -1.50, 5.44], [2.28, -0.97, 6.14], [0.18, -1.76, 5.76], [-2.24, -1.16, 5.30], [-2.79, 0.13, 3.25], [1.18, 0.42, 2.17]], "mulliken_charge": [-2.358, 0.592, 0.643, 0.268, 0.356, 0.890, -2.024, 0.097, 0.316, 0.470, 0.384, 0.199, -0.511, -0.528, 0.492, 0.282, -0.753, -0.868, 0.342, -0.212, 0.076, -0.150, 0.303, 0.535, 0.391, 0.339, 0.086, 0.149, -0.864, -0.778, 0.403, 0.312, -0.064, -0.572, 0.270, 0.477, 0.350, 0.326, -0.374, 0.127, 0.425, 0.597, 0.178, -0.049, 0.148, -0.965, 0.179, -0.845, -0.895, 0.467, 0.363, 0.367, 1.384, -0.367, -1.596, -0.439, -1.436, 0.342, 0.371, 0.326, 0.224, 0.437, 0.325, -0.348, 0.431, 0.103, -0.414, 0.163, -0.621, 0.237, -0.369, -1.077, 0.138, 0.792, -0.734, 0.272, 0.182, 0.404, 0.414, -0.263, 0.733]}

{"formula": "C5H8I2N3", "method": "ωB97M-V with the def2-TZVPD basis set", "charge": 1, "orbital_gap_ev": 6.84, "lumo_energy_ev": -6.69, "total_energy_ha": -954.5902, "spin_multiplicity": 1, "species": ["C", "C", "C", "C", "C", "N", "N", "N", "I", "I", "H", "H", "H", "H", "H", "H", "H", "H"], "coordinates": [[-0.27, 0.95, 1.70], [1.76, 0.52, 2.72], [1.81, 1.73, 0.67], [0.38, 1.58, 0.54], [-0.84, -0.89, -1.30], [0.36, 0.49, 2.73], [2.40, 0.99, 1.73], [0.22, -0.61, -0.29], [2.94, 1.38, -1.25], [-0.63, 2.67, -0.88], [-1.37, 1.07, 1.94], [2.30, -0.17, 3.35], [2.07, 2.78, 0.66], [-1.22, 0.14, -1.52], [-0.62, -1.35, -2.25], [-1.67, -1.52, -1.00], [1.08, -0.63, -0.74], [0.17, -1.38, 0.43]], "nbo_charge": [0.007, 0.257, -0.318, 0.024, -0.450, -0.364, -0.404, -0.710, 0.219, 0.476, 0.253, 0.226, 0.326, 0.193, 0.232, 0.232, 0.392, 0.408]}

{"formula": "C25H14F6InO2P", "method": "ωB97M-V with the def2-TZVPD basis set", "orbital_gap_ev": 6.68, "lumo_energy_ev": -1.64, "total_energy_ha": -2242.0190, "spin_multiplicity": 1, "species": ["In", "O", "C", "C", "C", "C", "C", "C", "C", "P", "C", "C", "C", "C", "C", "C", "C", "C", "C", "C", "C", "C", "H", "H", "H", "H", "H", "H", "H", "H", "H", "H", "H", "H", "H", "H", "F", "C", "C", "F", "C", "F", "C", "O", "C", "F", "C", "F", "F"], "coordinates": [[-1.89, -0.43, 0.96], [-3.16, 2.09, 0.15], [-2.09, 1.56, 0.00], [-0.96, 2.21, -0.74], [-1.24, 3.43, -1.36], [-0.25, 4.11, -2.05], [1.03, 3.57, -2.11], [1.30, 2.35, -1.51], [0.31, 1.65, -0.82], [0.71, 0.03, -0.02], [1.38, 0.54, 1.60], [1.37, 1.85, 2.06], [1.80, 2.14, 3.35], [2.25, 1.12, 4.18], [2.26, -0.19, 3.73], [1.82, -0.48, 2.45], [2.15, -0.52, -0.99], [1.90, -0.97, -2.28], [2.95, -1.39, -3.09], [4.25, -1.37, -2.60], [4.50, -0.94, -1.31], [3.45, -0.51, -0.50], [-2.24, 3.83, -1.28], [-0.47, 5.06, -2.52], [1.82, 4.09, -2.64], [2.30, 1.94, -1.57], [1.02, 2.65, 1.42], [1.78, 3.16, 3.71], [2.57, 1.35, 5.19], [2.60, -0.99, 4.37], [1.80, -1.51, 2.11], [0.89, -0.99, -2.66], [2.75, -1.73, -4.10], [5.07, -1.70, -3.23], [5.51, -0.93, -0.92], [3.65, -0.17, 0.51], [-6.71, -3.13, -0.09], [-5.39, -2.88, -0.28], [-4.58, -3.47, -1.28], [-3.90, -2.99, -2.32], [-4.18, -3.85, 0.04], [-4.23, -5.10, 0.54], [-3.11, -2.89, 0.49], [-1.95, -2.81, 0.09], [-3.79, -1.67, 1.13], [-4.43, -2.05, 2.29], [-4.77, -1.61, 0.04], [-4.64, -0.72, -0.91], [-1.23, -0.72, 2.79]], "mulliken_charge": [1.395, -0.574, 0.018, 0.289, -0.771, -0.532, -0.751, -0.084, 0.338, 0.295, 0.403, -0.306, -0.685, -0.509, -0.739, -0.176, 0.063, -0.275, -0.664, -0.445, -0.709, 0.031, 0.502, 0.410, 0.425, 0.462, 0.330, 0.399, 0.381, 0.409, 0.471, 0.391, 0.401, 0.382, 0.412, 0.345, -0.321, 0.456, -0.251, -0.210, 0.340, -0.340, 0.335, -0.611, 0.511, -0.345, -0.016, -0.174, -0.706]}

{"formula": "C28H50Br2F4O8", "method": "ωB97M-V with the def2-TZVPD basis set", "orbital_gap_ev": 9.48, "lumo_energy_ev": 0.25, "total_energy_ha": -7246.0985, "spin_multiplicity": 1, "species": ["C", "C", "F", "C", "O", "C", "O", "O", "C", "C", "C", "F", "Br", "C", "F", "F", "Br", "H", "H", "H", "H", "H", "H", "H", "H", "H", "H", "C", "C", "C", "O", "C", "H", "H", "H", "H", "H", "H", "H", "H", "C", "C", "C", "O", "C", "H", "H", "H", "H", "H", "H", "H", "H", "C", "C", "C", "O", "C", "H", "H", "H", "H", "H", "H", "H", "H", "C", "C", "C", "O", "C", "H", "H", "H", "H", "H", "H", "H", "H", "C", "C", "C", "O", "C", "H", "H", "H", "H", "H", "H", "H", "H"], "coordinates": [[-2.94, 3.29, -6.01], [-1.88, 2.07, -6.09], [-2.59, 0.83, -6.38], [-0.86, 2.33, -7.33], [0.43, 1.67, -7.13], [1.42, 2.63, -6.72], [2.02, 3.22, -7.65], [1.72, 2.86, -5.33], [2.15, 1.53, -4.86], [2.70, 1.58, -3.34], [2.75, 0.11, -2.71], [1.50, -0.08, -2.01], [2.91, -1.32, -4.12], [4.01, -0.13, -1.73], [5.19, 0.06, -2.53], [3.92, -1.51, -1.32], [4.05, 1.09, -0.17], [-3.99, 2.83, -5.82], [-2.63, 4.01, -5.16], [-2.90, 3.85, -7.01], [-1.28, 1.99, -5.11], [-0.66, 3.44, -7.51], [-1.35, 1.87, -8.27], [1.19, 0.89, -4.83], [2.92, 1.15, -5.61], [3.69, 2.15, -3.24], [1.91, 2.19, -2.76], [0.23, -1.29, 3.01], [0.70, -0.63, 4.29], [2.09, -0.16, 3.90], [2.05, 0.13, 2.49], [0.83, -0.39, 1.95], [-0.86, -1.36, 2.94], [0.65, -2.29, 2.93], [0.07, 0.23, 4.53], [0.71, -1.30, 5.15], [2.84, -0.94, 4.06], [2.40, 0.74, 4.45], [0.17, 0.46, 1.73], [1.04, -0.92, 1.02], [1.18, -3.12, -8.78], [0.55, -4.39, -8.26], [1.63, -4.91, -7.33], [2.33, -3.78, -6.81], [1.94, -2.62, -7.57], [0.46, -2.39, -9.16], [1.88, -3.35, -9.59], [-0.35, -4.14, -7.68], [0.27, -5.09, -9.04], [2.35, -5.53, -7.87], [1.22, -5.50, -6.51], [1.30, -2.00, -6.93], [2.82, -2.04, -7.83], [-0.26, -1.54, 9.74], [-0.82, -2.81, 9.15], [-0.74, -2.53, 7.66], [0.39, -1.67, 7.46], [0.83, -1.18, 8.74], [0.12, -1.66, 10.76], [-1.03, -0.76, 9.75], [-0.18, -3.66, 9.41], [-1.84, -3.04, 9.48], [-1.63, -2.01, 7.30], [-0.61, -3.44, 7.07], [1.77, -1.68, 8.99], [1.01, -0.11, 8.68], [3.86, 3.21, 10.16], [2.88, 3.33, 11.31], [1.74, 2.44, 10.85], [2.33, 1.41, 10.05], [3.69, 1.76, 9.76], [4.88, 3.46, 10.43], [3.55, 3.87, 9.34], [3.32, 2.93, 12.22], [2.56, 4.36, 11.50], [1.03, 2.99, 10.22], [1.20, 1.99, 11.68], [4.34, 1.10, 10.35], [3.89, 1.59, 8.70], [-7.97, 0.50, -4.41], [-7.06, -0.67, -4.08], [-5.88, -0.41, -4.99], [-5.78, 1.01, -5.16], [-6.97, 1.62, -4.64], [-8.69, 0.73, -3.62], [-8.52, 0.29, -5.33], [-6.75, -0.61, -3.03], [-7.52, -1.64, -4.24], [-6.03, -0.85, -5.98], [-4.94, -0.80, -4.58], [-6.71, 2.12, -3.70], [-7.33, 2.37, -5.34]], "mulliken_charge": [-0.858, 0.733, -0.349, -0.806, -0.181, 0.602, -0.545, -0.351, -0.483, -0.668, 0.392, -0.280, -0.071, 0.478, -0.212, -0.216, -0.081, 0.098, 0.289, 0.300, 0.055, 0.435, 0.294, 0.338, 0.407, 0.321, 0.350, -0.659, -0.113, -0.511, -0.312, -0.336, 0.377, 0.305, 0.231, 0.048, 0.297, 0.255, 0.233, 0.233, -0.522, -0.519, -0.460, -0.391, -0.242, 0.315, 0.287, 0.256, 0.332, 0.265, 0.264, 0.154, 0.252, -0.514, -0.630, -0.486, -0.337, -0.260, 0.332, 0.290, 0.273, 0.328, 0.298, 0.325, 0.196, 0.154, -0.558, -0.545, -0.466, -0.296, -0.432, 0.333, 0.266, 0.265, 0.326, 0.276, 0.286, 0.284, 0.261, -0.576, -0.520, -0.440, -0.269, -0.496, 0.321, 0.269, 0.265, 0.326, 0.268, 0.257, 0.306, 0.288]}